No. 1
Here is a 8-piece molecular cluster, C16H48N8O8 overall in a non-equilibrium geometry from the OMol25 dataset. Energies are from the ωB97M-V functional and the def2-TZVPD basis.

```
80
Properties=species:S:1:pos:R:3
N -3.903 2.826 -5.800
C -3.445 2.344 -6.893
N -4.073 2.774 -7.960
O -2.616 1.491 -6.917
H -4.764 3.346 -5.893
H -3.562 2.448 -4.928
H -3.771 2.380 -8.839
H -4.698 3.527 -7.711
N -5.036 1.005 3.482
C -4.326 0.279 4.279
N -4.257 0.782 5.497
O -3.697 -0.653 3.950
H -5.677 1.746 3.726
H -4.873 0.784 2.509
H -3.627 0.355 6.161
H -4.897 1.531 5.718
N -0.486 -0.592 -2.282
C -1.112 -0.138 -1.181
N -0.760 -0.804 -0.135
O -1.894 0.813 -1.219
H 0.169 -1.358 -2.207
H -0.565 0.014 -3.085
H -1.206 -0.655 0.758
H -0.114 -1.572 -0.254
N -0.455 -3.902 7.055
C -0.683 -3.404 8.265
N -0.129 -4.136 9.113
O -1.278 -2.397 8.462
H 0.091 -4.737 6.901
H -0.742 -3.455 6.196
H -0.052 -3.853 10.079
H 0.117 -5.057 8.780
C 5.878 4.686 -1.869
C 5.085 3.369 -1.998
C 4.446 3.240 -3.342
O 5.997 2.278 -1.911
H 6.835 4.680 -2.392
H 6.079 5.011 -0.849
H 5.272 5.431 -2.385
H 4.370 3.212 -1.190
H 4.109 2.250 -3.651
H 5.046 3.701 -4.126
H 3.557 3.868 -3.394
H 6.429 2.259 -2.768
C 2.186 6.205 2.420
C 0.947 6.339 1.568
C -0.280 5.468 2.061
O 0.565 7.690 1.650
H 2.334 5.142 2.607
H 1.999 6.729 3.357
H 3.086 6.645 1.991
H 1.276 6.031 0.575
H -1.239 5.865 1.727
H -0.369 5.330 3.138
H -0.032 4.460 1.729
H 1.394 8.163 1.548
C -5.304 -5.060 0.522
C -4.717 -5.874 1.738
C -3.225 -5.846 1.802
O -5.297 -5.237 2.886
H -5.068 -4.007 0.372
H -6.392 -5.116 0.493
H -5.153 -5.666 -0.372
H -5.105 -6.891 1.690
H -3.003 -6.176 2.817
H -2.876 -4.846 1.546
H -2.649 -6.571 1.227
H -5.032 -4.319 2.981
C 5.432 -4.531 -3.606
C 4.624 -3.219 -3.730
C 3.956 -3.021 -5.113
O 3.569 -3.416 -2.824
H 6.160 -4.487 -2.797
H 5.997 -4.718 -4.520
H 4.840 -5.443 -3.519
H 5.252 -2.404 -3.370
H 3.351 -3.914 -5.271
H 4.723 -2.979 -5.886
H 3.352 -2.115 -5.099
H 3.918 -3.930 -2.092
```

**E_HOMO**: -9.602 eV
**SMILES**: NC(N)=O.NC(N)=O.NC(N)=O.NC(N)=O.CC(C)O.CC(C)O.CC(C)O.CC(C)O
**Energy**: -1678.3786 Eh
**2S+1**: 1

No. 2
Here is a 9-piece molecular cluster, C16H48NO19 overall in a non-equilibrium geometry from the OMol25 dataset. Energies are from the ωB97M-V functional and the def2-TZVPD basis.

```
84
Properties=species:S:1:pos:R:3
N 0.248 -0.985 0.250
O -0.942 -0.770 -0.050
O 0.892 -1.852 -0.386
O 0.798 -0.304 1.144
C 0.859 2.525 -0.206
C 0.536 3.934 -0.686
O 0.784 4.895 0.318
O 2.078 2.505 0.512
H 0.872 1.893 -1.107
H 0.024 2.176 0.412
H -0.520 3.928 -0.949
H 1.173 4.140 -1.557
H 1.507 4.545 0.854
H 2.072 1.713 1.065
C 3.891 -0.732 -0.961
C 5.365 -0.433 -1.078
O 6.090 -0.722 0.113
O 3.685 -2.090 -0.691
H 3.494 -0.439 -1.952
H 3.406 -0.098 -0.210
H 5.430 0.637 -1.323
H 5.776 -0.966 -1.943
H 6.787 -0.070 0.207
H 2.734 -2.200 -0.513
C 4.293 0.154 4.179
C 3.656 -1.028 3.455
O 4.454 -1.509 2.418
O 4.208 1.308 3.324
H 5.355 -0.041 4.375
H 3.809 0.311 5.154
H 2.676 -0.654 3.125
H 3.477 -1.785 4.219
H 4.737 -0.782 1.850
H 4.891 1.926 3.595
C 0.364 1.509 3.965
C -0.335 2.158 5.104
O 0.365 1.897 6.323
O -0.081 0.159 3.802
H 1.455 1.519 4.037
H 0.141 2.068 3.039
H -1.381 1.842 5.150
H -0.340 3.238 4.897
H -0.036 2.403 7.034
H 0.254 -0.170 2.951
C -4.298 -0.894 1.220
C -5.004 0.441 1.213
O -6.227 0.381 0.502
O -5.108 -1.857 1.942
H -3.297 -0.838 1.652
H -4.245 -1.303 0.211
H -4.370 1.182 0.724
H -5.071 0.774 2.264
H -6.618 -0.473 0.734
H -5.050 -1.652 2.881
C -3.098 -3.486 -2.692
C -2.849 -3.208 -1.228
O -1.517 -3.570 -0.842
O -2.591 -2.466 -3.517
H -4.175 -3.534 -2.878
H -2.649 -4.449 -2.963
H -3.496 -3.781 -0.563
H -3.001 -2.137 -1.063
H -0.938 -2.798 -0.848
H -1.669 -2.284 -3.261
C -3.543 2.311 -2.703
C -2.573 1.291 -2.169
O -2.558 1.358 -0.765
O -4.875 2.067 -2.301
H -3.524 2.292 -3.793
H -3.192 3.302 -2.377
H -1.583 1.541 -2.599
H -2.808 0.303 -2.587
H -2.084 0.573 -0.441
H -4.917 2.097 -1.340
C 0.854 -1.174 -3.956
C 0.665 -1.686 -5.337
O 1.409 -2.877 -5.522
O 0.082 -1.926 -3.039
H 0.558 -0.121 -3.901
H 1.920 -1.264 -3.717
H 1.024 -0.916 -6.040
H -0.403 -1.806 -5.558
H 1.299 -3.175 -6.428
H 0.517 -1.992 -2.172
```

**E_HOMO**: -6.961 eV
**Net charge**: -1
**Energy**: -2122.6121 Eh
**2S+1**: 1

No. 3
Here is a 8-piece molecular cluster, C16H48O8 overall in a non-equilibrium geometry from the OMol25 dataset. Energies are from the ωB97M-V functional and the def2-TZVPD basis.

```
72
Properties=species:S:1:pos:R:3
C 2.542 0.955 -3.047
C 4.006 0.681 -2.553
O 4.904 0.400 -3.614
H 2.534 1.510 -3.985
H 1.976 1.498 -2.289
H 2.020 0.041 -3.329
H 3.956 -0.166 -1.868
H 4.373 1.506 -1.941
H 5.737 0.182 -3.189
C 0.296 -3.167 2.408
C -1.182 -3.339 1.944
O -1.432 -4.717 1.722
H 0.402 -2.173 2.842
H 0.976 -3.220 1.558
H 0.508 -3.955 3.131
H -1.407 -2.799 1.025
H -1.884 -2.909 2.659
H -2.359 -4.922 1.861
C -2.495 -1.732 -2.777
C -1.134 -2.482 -2.802
O -0.146 -1.474 -2.957
H -2.439 -0.979 -1.991
H -3.269 -2.489 -2.654
H -2.668 -1.203 -3.714
H -1.022 -3.125 -3.675
H -0.939 -3.110 -1.933
H -0.041 -1.105 -2.077
C 3.038 -4.194 -0.741
C 3.396 -2.780 -1.075
O 2.945 -1.899 -0.061
H 3.688 -4.933 -1.210
H 2.000 -4.366 -1.023
H 3.153 -4.217 0.343
H 3.018 -2.509 -2.061
H 4.481 -2.712 -1.159
H 3.515 -1.939 0.710
C -0.850 1.048 0.062
C 0.262 0.160 0.610
O 0.523 -0.774 -0.379
H -1.026 1.806 0.825
H -1.791 0.507 -0.035
H -0.591 1.550 -0.870
H -0.092 -0.363 1.498
H 1.114 0.794 0.854
H 1.386 -1.176 -0.258
C -2.614 2.477 -2.627
C -1.455 2.421 -3.651
O -1.288 3.757 -4.027
H -2.644 1.523 -2.101
H -3.594 2.737 -3.026
H -2.366 3.230 -1.878
H -1.752 1.835 -4.521
H -0.579 1.966 -3.188
H -0.529 4.156 -3.596
C -2.327 0.031 4.478
C -3.434 0.961 4.064
O -2.845 2.210 3.717
H -1.832 0.381 5.384
H -1.610 -0.111 3.669
H -2.714 -0.950 4.751
H -4.141 1.143 4.873
H -3.948 0.589 3.177
H -3.530 2.883 3.738
C 1.062 4.590 2.303
C -0.003 4.151 3.323
O -0.059 2.721 3.367
H 2.045 4.162 2.503
H 1.110 5.663 2.488
H 0.837 4.380 1.257
H -1.028 4.425 3.073
H 0.222 4.546 4.313
H -0.968 2.411 3.353
```

**E_HOMO**: -9.498 eV
**SMILES**: CCO.CCO.CCO.CCO.CCO.CCO.CCO.CCO
**Energy**: -1240.2119 Eh
**2S+1**: 1

No. 4
Here is a 8-piece molecular cluster, C16H48O8 overall in a non-equilibrium geometry from the OMol25 dataset. Energies are from the ωB97M-V functional and the def2-TZVPD basis.

```
72
Properties=species:S:1:pos:R:3
C -10.077 -4.691 14.468
C -11.183 -3.926 15.193
O -10.815 -3.560 16.523
H -9.123 -4.176 14.578
H -10.322 -4.741 13.407
H -9.977 -5.660 14.958
H -12.148 -4.426 15.109
H -11.410 -2.973 14.717
H -11.557 -3.075 16.891
C -9.741 -9.039 15.911
C -11.275 -9.169 15.576
O -11.370 -9.492 14.257
H -9.154 -9.957 15.924
H -9.643 -8.689 16.938
H -9.176 -8.372 15.260
H -11.719 -8.190 15.756
H -11.784 -9.841 16.267
H -11.139 -10.418 14.152
C -12.888 -11.326 11.836
C -11.774 -11.947 10.970
O -12.421 -12.498 9.849
H -13.524 -12.113 12.243
H -13.457 -10.583 11.277
H -12.488 -10.827 12.719
H -11.124 -12.607 11.544
H -11.175 -11.125 10.577
H -11.851 -12.357 9.090
C -9.522 -1.516 12.589
C -10.042 -2.085 11.268
O -11.058 -3.018 11.593
H -9.336 -2.307 13.316
H -10.233 -0.832 13.052
H -8.602 -0.954 12.428
H -9.140 -2.528 10.846
H -10.364 -1.229 10.675
H -11.788 -2.512 11.957
C -15.411 -9.480 13.714
C -14.503 -8.783 14.729
O -15.395 -8.063 15.525
H -16.201 -10.025 14.231
H -14.854 -10.094 13.007
H -15.933 -8.678 13.191
H -13.720 -8.142 14.323
H -13.989 -9.562 15.293
H -14.979 -7.762 16.336
C -16.741 -6.242 11.011
C -15.248 -6.396 11.338
O -14.559 -5.820 10.235
H -16.952 -6.699 10.044
H -16.926 -5.173 10.908
H -17.398 -6.709 11.745
H -14.881 -7.414 11.473
H -14.877 -5.803 12.174
H -13.627 -5.835 10.461
C -10.988 -2.614 8.102
C -9.748 -3.495 7.890
O -9.211 -3.282 6.610
H -11.747 -2.587 7.319
H -10.629 -1.585 8.129
H -11.392 -2.817 9.094
H -10.132 -4.505 8.037
H -8.977 -3.343 8.645
H -8.304 -3.594 6.644
C -11.764 -8.085 11.083
C -11.450 -6.702 11.689
O -11.718 -5.732 10.670
H -11.368 -8.858 11.740
H -11.297 -8.158 10.101
H -12.840 -8.211 10.957
H -10.400 -6.657 11.980
H -12.035 -6.579 12.601
H -11.234 -4.936 10.906
```

**E_HOMO**: -9.431 eV
**SMILES**: CCO.CCO.CCO.CCO.CCO.CCO.CCO.CCO
**Energy**: -1240.1911 Eh
**2S+1**: 1

No. 5
Here is a 8-piece molecular cluster, C16H48O8 overall in a non-equilibrium geometry from the OMol25 dataset. Energies are from the ωB97M-V functional and the def2-TZVPD basis.

```
72
Properties=species:S:1:pos:R:3
C 1.165 2.914 -8.480
C 0.761 2.845 -7.017
O 1.628 3.768 -6.398
H 0.609 2.295 -9.183
H 2.198 2.580 -8.584
H 1.192 3.935 -8.862
H 0.925 1.867 -6.563
H -0.288 3.006 -6.765
H 1.540 3.658 -5.449
C 0.933 5.809 2.363
C 2.071 5.368 1.376
O 1.398 4.831 0.234
H 1.364 6.384 3.182
H 0.445 4.939 2.804
H 0.217 6.329 1.726
H 2.807 4.738 1.875
H 2.648 6.262 1.137
H 0.845 4.118 0.563
C -7.710 4.025 0.468
C -8.383 2.650 0.245
O -7.388 1.619 0.101
H -7.226 4.224 -0.488
H -6.943 4.036 1.243
H -8.390 4.848 0.688
H -9.155 2.546 -0.517
H -8.965 2.565 1.162
H -7.851 0.792 -0.050
C 8.025 0.466 -3.927
C 7.802 1.404 -2.757
O 8.924 1.489 -1.900
H 7.342 0.680 -4.749
H 7.949 -0.568 -3.593
H 8.997 0.589 -4.405
H 6.886 1.177 -2.212
H 7.750 2.378 -3.242
H 8.708 2.087 -1.180
C -5.650 -3.692 5.505
C -6.000 -4.584 4.339
O -5.676 -5.907 4.671
H -6.162 -3.922 6.440
H -5.879 -2.675 5.189
H -4.582 -3.778 5.703
H -5.464 -4.265 3.445
H -7.076 -4.511 4.181
H -5.689 -6.435 3.869
C 7.717 1.268 4.743
C 8.875 2.246 4.473
O 8.328 3.287 3.698
H 7.387 0.835 3.799
H 6.882 1.684 5.307
H 8.039 0.364 5.262
H 9.762 1.828 3.996
H 9.119 2.682 5.443
H 7.875 3.866 4.315
C 0.800 -0.830 0.317
C -0.727 -1.038 0.378
O -1.358 0.179 0.300
H 1.129 -0.213 1.154
H 1.196 -0.395 -0.600
H 1.293 -1.755 0.616
H -0.989 -1.517 1.322
H -1.065 -1.679 -0.437
H -2.298 0.010 0.208
C -3.984 -8.641 -1.511
C -5.083 -9.698 -1.259
O -5.598 -9.594 0.012
H -3.551 -8.771 -2.503
H -3.189 -8.804 -0.784
H -4.270 -7.605 -1.329
H -4.850 -10.735 -1.499
H -5.972 -9.494 -1.855
H -6.122 -10.364 0.246
```

**E_HOMO**: -10.013 eV
**SMILES**: CCO.CCO.CCO.CCO.CCO.CCO.CCO.CCO
**Energy**: -1240.1507 Eh
**2S+1**: 1

No. 6
Here is C16H50F3O14Y as an isolated structure in a non-equilibrium geometry from the OMol25 dataset. Energies are from the ωB97M-V functional and the def2-TZVPD basis.

```
84
Properties=species:S:1:pos:R:3
Y 2.675 -25.014 -26.627
O 2.734 -24.644 -29.006
C 1.415 -24.195 -29.305
C 0.720 -23.278 -28.263
O 0.886 -23.575 -26.858
H 0.880 -25.164 -29.376
H 1.368 -23.861 -30.348
H -0.342 -23.123 -28.464
H 1.245 -22.319 -28.385
C 0.075 -27.165 -26.178
O -0.191 -26.376 -25.023
O 1.337 -26.954 -26.614
C -0.304 -28.606 -25.821
F -1.648 -28.648 -25.634
F 0.000 -29.469 -26.803
F 0.258 -29.039 -24.670
C -1.339 -25.558 -25.161
C -1.593 -24.814 -23.851
H -0.647 -24.325 -23.615
H -2.427 -24.133 -23.981
H -1.802 -25.550 -23.075
H -2.220 -26.151 -25.427
H -1.190 -24.788 -25.928
H -0.663 -26.862 -26.935
C 2.513 -29.676 -29.024
O 3.025 -28.467 -28.498
H 1.718 -29.512 -29.763
H 3.269 -30.291 -29.510
H 2.080 -30.314 -28.246
H 2.273 -28.129 -27.984
C 3.198 -30.307 -25.261
O 4.036 -30.567 -26.377
H 2.269 -29.842 -25.580
H 2.795 -31.212 -24.788
H 3.670 -29.685 -24.495
H 4.547 -31.341 -26.116
C -1.765 -28.157 -22.231
O -3.134 -28.495 -22.043
H -1.264 -29.119 -22.123
H -1.616 -27.853 -23.269
H -1.324 -27.403 -21.575
H -3.703 -27.804 -22.397
C -3.892 -23.456 -26.918
O -4.203 -23.587 -25.524
H -4.588 -24.041 -27.520
H -4.111 -22.414 -27.172
H -2.847 -23.657 -27.150
H -4.282 -22.713 -25.147
C -2.547 -21.371 -22.328
O -3.431 -20.271 -22.405
H -2.066 -21.457 -21.359
H -3.063 -22.322 -22.509
H -1.779 -21.328 -23.105
H -3.983 -20.348 -23.183
C -4.814 -27.335 -25.975
O -4.682 -26.470 -24.847
H -4.682 -26.723 -26.875
H -4.026 -28.089 -26.007
H -5.794 -27.806 -25.972
H -4.406 -25.597 -25.136
C 1.418 -31.683 -22.019
O 2.364 -32.733 -22.155
H 0.569 -31.974 -21.398
H 1.940 -30.842 -21.562
H 0.958 -31.409 -22.971
H 3.246 -32.425 -21.956
C 2.493 -23.980 -23.257
O 2.643 -25.083 -24.190
H 3.474 -23.703 -22.878
H 2.077 -23.132 -23.802
H 1.769 -24.263 -22.499
H 3.196 -25.780 -23.818
C -2.355 -26.440 -29.507
O -3.380 -26.884 -30.382
H -2.655 -26.185 -28.484
H -1.565 -27.188 -29.524
H -1.881 -25.514 -29.863
H -3.995 -26.148 -30.458
C -0.624 -20.777 -25.792
O -0.244 -21.829 -24.962
H 0.047 -20.610 -26.642
H -1.627 -20.916 -26.236
H -0.755 -19.811 -25.296
H -0.006 -22.586 -25.526
```

**E_HOMO**: -8.577 eV
**Energy**: -2030.7442 Eh
**2S+1**: 1

Orbital gap, record by record: 10.00 9.29 9.93 9.81 10.39 6.83 eV